ORCA calculation (the ωB97M-V functional and the def2-TZVPD basis) on a molecular structure, F30KP5.

HOMO energy in eV: -0.83
Orbital gap in Ha: 0.2076
Total charge: -4
Relative energy (zero: lowest compared OMol25 entry of this formula, charge and spin) in kcal/mol: 107.9
LUMO in eV: 4.8

Element x y z (Å)
K: 7.5529 -0.4780 -9.3904
P: 1.1289 5.3804 -8.3795
F: 1.3317 3.9513 -7.7020
F: -0.1285 5.0453 -9.3824
F: 0.1400 5.7330 -7.1409
F: 1.0259 6.8252 -9.1418
F: 2.3839 5.9429 -7.4643
F: 2.1084 4.8971 -9.5992
P: 2.2549 -4.6302 -8.7736
F: 3.0032 -4.4415 -7.3450
F: 1.8814 -6.2425 -8.5021
F: 0.9566 -4.0821 -7.9532
F: 1.2854 -4.7484 -10.0856
F: 2.6533 -3.1307 -9.2010
F: 3.6013 -5.1758 -9.4458
P: 1.3201 3.0884 -13.9493
F: 0.5901 3.3466 -15.4037
F: 0.4327 4.2469 -13.2885
F: 0.1067 2.0420 -13.6484
F: 1.9978 2.7018 -12.5376
F: 2.2732 1.9322 -14.6918
F: 2.4871 4.1441 -14.3258
P: 5.8322 5.8504 -10.7776
F: 5.2133 6.4979 -12.1296
F: 4.9076 6.9846 -9.9769
F: 4.5628 4.8622 -10.8983
F: 6.3266 5.1556 -9.3941
F: 6.8305 4.9246 -11.6525
F: 7.0731 6.8910 -10.7942
P: 3.8435 0.5843 -9.7656
F: 5.2102 1.2773 -9.0730
F: 3.1495 1.0259 -8.3702
F: 3.5585 2.0520 -10.4122
F: 2.4651 -0.0997 -10.3294
F: 4.7700 0.1840 -11.0781
F: 4.4179 -0.7893 -9.1019

Forces on the atoms, in the same order (eV/Å):
-1.67 0.66 -0.17
2.05 -0.03 -2.89
-0.71 -0.75 -0.08
-0.64 -1.32 1.45
-0.73 0.83 -0.24
0.18 1.09 1.44
-0.40 0.15 -0.43
-0.21 0.36 1.25
-1.54 1.13 0.34
0.87 -0.90 0.03
0.03 0.79 0.76
-0.50 -0.57 -0.24
0.90 -0.22 -0.19
-0.07 -0.55 0.07
0.35 -0.18 -0.64
0.87 -0.85 0.61
0.15 0.31 -0.35
0.02 0.37 -0.08
0.24 -0.54 -0.18
-0.35 0.45 -0.93
-0.90 0.00 0.18
-0.32 0.19 0.06
-3.31 0.40 -0.52
1.06 0.84 -1.04
1.15 -0.83 0.35
1.39 -0.38 0.92
0.11 0.46 -0.35
-0.10 -1.16 -0.14
0.47 0.99 0.69
-0.68 3.01 0.05
1.65 -0.17 -0.26
-0.56 -0.90 -0.49
-0.13 -2.05 0.34
2.02 0.50 0.49
-0.33 -0.16 0.00
-0.38 -0.97 0.20

=====

ORCA calculation (the ωB97M-V functional and the def2-TZVPD basis) on a single H3N3O molecule.

HOMO energy in eV: -10.24
Orbital gap in Ha: 0.3922
Relative energy (zero: lowest compared OMol25 entry of this formula, charge and spin) in kcal/mol: 52.7
SMILES: [H]/N=[N+](/N)[O-]
LUMO in eV: 0.4

Element x y z (Å)
N: 0.5900 1.3439 0.0589
N: -0.4903 -0.6530 0.1041
N: 0.7070 0.0765 0.0312
O: 1.7789 -0.6211 0.0549
H: 1.4636 1.8830 0.1100
H: -1.0045 -0.2026 0.9199
H: -0.2743 -1.6380 0.2035

Forces on the atoms, in the same order (eV/Å):
-1.06 -1.16 -0.14
-0.70 1.87 1.14
2.64 0.22 0.97
-1.84 1.27 -0.50
0.12 -1.27 -0.15
0.59 -1.17 -1.59
0.26 0.25 0.28

=====

ORCA calculation (the ωB97M-V functional and the def2-TZVPD basis) on a single C18H26O7 molecule.

HOMO energy in eV: -8.91
Orbital gap in Ha: 0.3398
Relative energy (zero: lowest compared OMol25 entry of this formula, charge and spin) in kcal/mol: 421.7
SMILES: O=C(O)[C@@H]1O[C@H]2O[C@]3(CCCCC3)O[C@H]2[C@@H]2O[C@@]3(CCCCC3)O[C@@H]21
LUMO in eV: 0.3

Element x y z (Å)
O: -1.4800 -0.1605 3.3469
C: -0.9979 0.7431 2.6966
O: -0.0778 1.5453 3.2258
H: 0.4919 2.0803 2.7336
C: -1.2647 1.3091 1.3659
C: 0.1895 1.1271 0.5364
O: 1.3391 1.5912 1.2918
C: 2.3196 0.7964 1.1498
C: 3.4272 1.0405 0.1024
C: 4.0779 2.2374 0.4252
C: 4.9434 2.1936 1.6706
C: 3.8141 2.1043 2.7983
C: 2.8022 0.7914 2.6859
H: 2.2282 0.4593 3.2678
H: 3.6062 -0.0474 2.5984
H: 3.0706 2.7323 2.9463
H: 4.0506 1.8908 3.9771
H: 5.5318 1.3514 1.9267
H: 5.2597 3.1528 1.8257
H: 4.9811 2.2979 -0.3391
H: 3.4335 3.1683 0.3571
H: 3.1191 0.8756 -0.8239
H: 4.1754 0.0298 0.0728
O: 1.7793 -0.6777 1.0489
C: 0.6514 -0.1008 -0.1371
H: 0.9570 -0.3586 -1.0136
C: -0.5516 -1.4004 0.3131
O: -0.5981 -1.9910 -1.2587
C: -1.9400 -1.8282 -1.3763
C: -2.5693 -3.0771 -2.1653
C: -3.9379 -2.7570 -2.7630
C: -4.1092 -1.4316 -3.5615
C: -3.5703 -0.3636 -2.8592
C: -2.1936 -0.4796 -2.2705
H: -1.4882 -0.6503 -3.1676
H: -1.6902 0.2759 -1.9886
H: -3.7097 0.6971 -3.5338
H: -4.1010 -0.4006 -1.8583
H: -5.0770 -1.4232 -3.8803
H: -3.2982 -1.7732 -4.4718
H: -4.6631 -2.8042 -1.6936
H: -4.1212 -3.8417 -3.0864
H: -1.8317 -3.1747 -2.9640
H: -2.5111 -3.8382 -1.3740
O: -2.6100 -1.5003 -0.2776
C: -2.0142 -1.0605 0.6227
O: -2.1947 0.3261 0.7068
H: -2.2649 -1.4869 1.7101
H: -0.0095 -2.1188 0.7051
H: 0.1397 1.7203 -0.4616
H: -1.5136 2.2089 1.2181

Forces on the atoms, in the same order (eV/Å):
0.51 1.12 -1.52
0.20 1.17 2.27
-1.21 -1.37 4.45
1.06 0.99 -1.89
2.78 -12.61 -2.71
0.11 2.80 -3.48
-5.91 3.91 -2.36
4.69 -7.30 4.52
0.15 -5.79 3.79
5.52 3.09 -2.53
-6.04 -0.51 2.90
0.93 -6.12 4.33
14.87 2.73 -12.76
-9.00 -3.56 8.67
-1.13 0.89 0.50
-2.64 4.70 -0.31
0.76 0.91 -2.73
1.16 -0.57 -0.75
2.10 2.11 0.31
-2.05 0.64 0.49
0.86 -1.04 0.21
-2.02 0.28 -4.31
-1.69 2.70 0.95
-1.58 5.06 -3.70
-3.87 -5.62 12.29
1.91 -0.57 -5.51
2.10 4.61 -6.73
-0.56 0.63 4.93
-1.45 1.51 -8.07
1.51 3.41 1.49
-1.89 -2.87 4.83
4.75 -7.28 -3.29
-0.11 6.21 2.96
0.06 -7.95 -5.95
-0.78 -0.42 0.52
2.47 5.95 3.37
0.25 -2.68 2.32
-0.70 1.24 -1.04
-2.45 0.65 -1.17
-2.37 1.37 1.46
1.55 0.66 -2.96
-0.83 2.00 -1.08
0.05 -0.64 0.08
-0.38 -0.43 -0.83
-9.66 -6.39 -6.63
8.66 3.08 12.90
0.03 4.67 -0.04
0.25 0.64 -2.14
2.27 -3.18 2.73
-0.70 0.44 1.87
-2.54 6.72 -0.65

=====

ORCA calculation (the ωB97M-V functional and the def2-TZVPD basis) on a single C8H10S molecule.

Multiplicity: 3
HOMO energy (alpha / beta) in eV: -6.56 / -8.62
Orbital gap (alpha / beta) in Ha: 0.2706 / 0.2796
Relative energy (zero: lowest compared OMol25 entry of this formula, charge and spin) in kcal/mol: 14.0
LUMO (alpha / beta) in eV: 0.8 / -1.0

Element x y z (Å)
C: 1.2840 0.6381 -0.3487
C: 1.4840 1.5306 -1.3558
C: 0.2021 -0.2611 -0.3038
C: 0.6979 -0.6943 -2.7312
C: 0.4368 -1.2848 -1.3874
C: -0.6311 -0.1820 0.7138
C: -0.1877 0.6181 1.9516
C: -2.1489 -0.5666 0.7802
S: 1.0220 0.9235 -2.9525
H: 1.8763 0.5235 0.5299
H: 2.4248 2.0749 -1.2207
H: -0.2847 -2.0631 -1.4964
H: 1.3284 -1.9581 -1.1260
H: 0.5846 1.3632 1.6839
H: 0.2401 -0.1225 2.6136
H: -0.9458 1.1502 2.4008
H: -2.5075 -1.5255 0.5584
H: -2.4057 0.1075 -0.0747
H: -2.4694 -0.2715 1.7652

Forces on the atoms, in the same order (eV/Å):
1.00 2.16 -0.15
1.77 -2.59 1.22
-0.07 -2.10 -1.34
-0.07 0.25 1.58
0.49 -1.86 -0.95
-1.61 -0.14 1.58
1.78 -0.44 -2.25
2.40 1.92 -1.12
-0.27 1.92 -1.26
0.92 1.03 0.39
-0.45 0.37 -0.77
-1.28 -0.44 0.13
-0.66 1.16 0.17
-0.45 -0.48 0.43
0.08 -0.03 0.54
-1.88 0.92 1.12
-0.01 -1.58 -0.39
-1.05 -0.36 1.11
-0.63 0.29 -0.04

=====

ORCA calculation (the ωB97M-V functional and the def2-TZVPD basis) on a gas-phase ion, C5H10N (charge +1).

HOMO energy in eV: -16.16
Orbital gap in Ha: 0.4294
Total charge: +1
Relative energy (zero: lowest compared OMol25 entry of this formula, charge and spin) in kcal/mol: 59.8
SMILES: C=[N+]=C(C)CC
LUMO in eV: -4.5

Element x y z (Å)
C: -1.8259 -1.4057 -1.3166
C: 0.6458 0.8201 0.9681
C: 0.1751 -0.1274 -0.4082
C: -0.3554 0.7998 2.1254
C: 1.3356 -0.1297 -1.3299
N: -0.8276 -0.8712 -0.8396
H: -2.5359 -0.8490 -2.0084
H: -2.0398 -2.4400 -1.2667
H: 1.5800 0.3400 1.3302
H: 0.9071 1.8027 0.5042
H: -0.4127 -0.1211 2.8655
H: -1.2615 1.0289 1.5770
H: -0.2134 1.6654 2.6639
H: 1.6872 -1.0683 -1.5756
H: 2.1118 0.4285 -0.9720
H: 1.0295 0.1269 -2.3173

Forces on the atoms, in the same order (eV/Å):
-1.79 1.04 -2.21
-0.70 -2.51 -0.58
-0.30 -0.95 -0.07
-0.61 -1.90 -1.16
-2.03 -0.04 -0.65
3.10 3.12 3.16
0.91 -0.25 1.06
0.12 -1.17 0.59
-0.30 0.12 -0.91
-0.57 -0.75 0.43
0.24 1.80 -2.06
-0.97 -0.52 0.64
0.57 1.81 1.65
0.78 -2.53 0.24
1.91 1.63 0.69
-0.36 1.09 -0.82

=====

ORCA calculation (the ωB97M-V functional and the def2-TZVPD basis) on a gas-phase ion, C7H6ClO4 (charge -1).

HOMO energy in eV: -3.30
Orbital gap in Ha: 0.1992
Total charge: -1
Relative energy (zero: lowest compared OMol25 entry of this formula, charge and spin) in kcal/mol: 133.7
LUMO in eV: 2.1

Element x y z (Å)
C: 1.1792 -1.9775 1.3560
C: 0.8582 0.7555 -0.6432
C: 0.6353 -2.2566 0.0136
C: 1.4410 1.9008 -0.0933
C: -0.3550 0.0684 -0.2746
C: -1.4396 0.3906 -1.3083
C: -0.8718 0.2384 1.1524
O: 0.8102 2.2159 -1.2436
O: 0.7221 -3.4245 -0.4424
O: 2.0989 2.5598 0.7093
O: -0.1817 -1.3882 -0.5381
Cl: 2.7708 -1.3902 1.3595
H: -1.0810 1.3389 -1.6047
H: -2.4147 0.4697 -0.9309
H: -1.3434 -0.3274 -2.1174
H: -1.8301 -0.1310 1.2743
H: -0.8161 1.2582 1.5283
H: -0.1824 -0.3007 1.8031

Forces on the atoms, in the same order (eV/Å):
0.78 -0.18 0.04
2.47 -0.01 0.42
-0.62 -1.72 -1.02
0.12 0.28 0.71
-1.61 0.10 0.23
1.82 -0.23 -0.04
2.51 0.38 0.15
-0.11 0.74 -0.30
0.33 2.57 1.34
-0.86 -0.90 -0.92
0.01 -1.27 -0.03
-0.65 -0.23 -0.22
-0.41 1.27 -1.05
-1.35 -0.18 0.64
-0.22 0.16 -0.11
-1.97 -0.91 0.28
-0.09 0.28 -0.47
-0.15 -0.15 0.33

=====

ORCA calculation (the ωB97M-V functional and the def2-TZVPD basis) on a molecular structure, C12H10BIO3.

HOMO energy in eV: -8.72
Orbital gap in Ha: 0.3296
Relative energy (zero: lowest compared OMol25 entry of this formula, charge and spin) in kcal/mol: 1.3
LUMO in eV: 0.3

Element x y z (Å)
I: -0.1957 -4.0117 2.9275
O: -2.7980 -3.9911 1.1582
O: -3.9193 -1.8314 0.6861
O: -0.3553 1.6262 0.3316
B: -2.7487 -2.6215 1.1281
C: 2.3891 2.7200 -2.6934
C: 1.6120 1.5763 -2.8289
C: 2.3051 3.4342 -1.4935
C: 0.8300 -1.7121 1.5138
C: 0.6982 1.1926 -1.8464
C: 1.4199 3.0505 -0.5161
C: 0.7703 -0.3635 1.1424
C: -1.6133 -0.4244 1.1169
C: -0.3696 -2.2682 1.8415
C: 0.6098 1.9173 -0.6342
C: -0.4380 0.2996 0.8512
C: -1.5860 -1.7194 1.5506
H: -2.0373 -4.3496 1.5337
H: -4.6748 -2.4705 0.7262
H: 3.1148 2.8847 -3.5222
H: 1.6393 0.9844 -3.7237
H: 3.0664 4.1333 -1.2493
H: 1.7563 -2.2162 1.7913
H: 0.1136 0.3506 -1.9410
H: 1.2743 3.6843 0.3210
H: 1.7083 0.0988 0.7904
H: -2.5716 0.0270 1.0382

Forces on the atoms, in the same order (eV/Å):
0.31 -0.98 0.63
-2.51 2.14 -1.45
1.06 -3.10 0.97
-0.40 -1.12 0.56
-3.46 1.19 -0.01
0.60 -0.73 -0.31
-0.93 0.23 0.46
0.54 -1.11 -1.10
0.16 1.77 1.15
1.33 1.87 1.46
-1.12 -0.59 0.43
0.83 0.09 -2.03
0.58 2.43 -0.60
0.98 -1.16 0.07
0.10 -0.09 -1.51
1.51 -0.27 0.22
0.28 -0.71 -0.20
1.98 -1.33 0.98
0.73 0.90 -0.36
-0.53 0.41 1.02
0.17 -0.12 -0.33
0.14 1.04 -0.04
-0.14 0.34 -0.40
-1.22 -1.81 -0.42
0.14 0.30 0.95
-0.49 0.01 0.55
-0.63 0.39 -0.66

=====

What are the max |F| values for these records? In order: 3.5; 2.8; 19.8; 3.4; 5.4; 2.9; 3.7 eV/Å.